Entry 1:
Here is a molecular structure, C29H26GeN2O5V from the Open Molecules 2025 dataset. Energies are from ωB97M-V/def2-TZVPD.

Summary:
- Spin multiplicity: 2
- Highest occupied orbital energy (alpha / beta): 0.30 / 0.28 eV
- Frontier orbital gap (alpha / beta): 4.198 / 4.221 eV
- Electronic energy: -125917.168 eV
- Charge: -2

Last column: Mulliken charge in e.
Atoms and positions in Å:
V (0.35172, 0.54596, -2.48606)  -0.47
O (-3.76182, 1.05377, -2.45052)  -0.63
C (-2.39355, 1.28021, -2.50895)  0.69
O (-1.65122, 0.21571, -2.69761)  -0.67
C (-1.81124, 2.48629, -2.35588)  -0.10
C (-2.34063, 3.82068, -2.19343)  -1.02
C (-1.51936, 4.88110, -2.35423)  -0.24
C (-0.11760, 4.68801, -2.71095)  -0.49
C (0.36619, 3.42240, -2.71855)  -0.08
N (-0.39257, 2.34342, -2.38246)  0.59
C (1.77658, 3.00210, -3.09439)  0.51
O (2.65288, 3.82541, -3.34789)  -0.82
O (1.90617, 1.71834, -3.12503)  -0.65
H (-3.82157, 0.09629, -2.55663)  0.33
H (-3.39229, 3.95355, -1.96499)  0.39
H (-1.90840, 5.88752, -2.23332)  0.35
H (0.53265, 5.51172, -2.97076)  0.46
C (1.11258, -3.61690, -1.06699)  -0.66
N (0.66429, -2.85182, -2.20173)  0.00
C (-0.78197, -2.80668, -2.26859)  -0.90
C (1.29742, -1.52228, -2.27017)  0.60
O (0.95047, -0.94238, -3.50424)  -0.76
H (0.79744, -4.66030, -1.17665)  0.37
H (0.71633, -3.25715, -0.09850)  0.15
H (2.20371, -3.59312, -1.00487)  0.28
H (-1.07921, -2.11603, -3.05407)  0.22
H (-1.24379, -2.47433, -1.32528)  0.25
H (-1.16372, -3.80763, -2.50104)  0.35
H (2.38226, -1.71176, -2.24204)  0.40
C (0.89945, -0.48371, -1.14129)  0.63
Ge (0.55035, -0.55354, 0.68349)  0.26
C (0.45509, 1.26273, 1.44278)  -0.21
C (-0.17487, 1.48153, 2.66894)  -0.35
C (-0.25277, 2.75366, 3.21863)  -0.64
C (0.29364, 3.83706, 2.54005)  -0.43
C (0.92444, 3.63608, 1.32031)  -0.50
C (1.00938, 2.35623, 0.78374)  -0.21
C (1.92166, -1.49952, 1.76369)  0.28
C (3.14163, -1.80232, 1.15793)  -0.44
C (4.16620, -2.41579, 1.86656)  -0.61
C (3.99091, -2.73935, 3.20595)  -0.44
C (2.78800, -2.43620, 3.82906)  -0.69
C (1.76886, -1.81973, 3.11264)  -0.14
C (-1.22175, -1.29720, 1.16433)  0.32
C (-2.33620, -0.60949, 0.67538)  -0.41
C (-3.62236, -1.07202, 0.91160)  -0.54
C (-3.82342, -2.23689, 1.64378)  -0.48
C (-2.72735, -2.93738, 2.12644)  -0.63
C (-1.43954, -2.47072, 1.88200)  -0.34
H (-0.63450, 0.64935, 3.19553)  0.22
H (-0.75436, 2.90268, 4.16923)  0.37
H (0.21641, 4.83546, 2.95600)  0.34
H (1.33367, 4.47050, 0.76501)  0.42
H (1.49510, 2.21417, -0.17328)  0.19
H (3.28194, -1.54458, 0.11302)  0.37
H (5.10491, -2.63966, 1.37227)  0.39
H (4.78850, -3.21937, 3.76165)  0.34
H (2.64435, -2.67712, 4.87689)  0.37
H (0.83954, -1.57940, 3.62020)  0.30
H (-2.19494, 0.28745, 0.07828)  0.25
H (-4.46939, -0.52562, 0.51286)  0.45
H (-4.82830, -2.59999, 1.82796)  0.33
H (-2.87245, -3.85467, 2.68736)  0.36
H (-0.59353, -3.04473, 2.24687)  0.39



Entry 2:
Here is a molecular structure, C5H7NO from the Open Molecules 2025 dataset. Energies are from ωB97M-V/def2-TZVPD.

Summary:
- Highest occupied orbital energy: -8.86 eV
- Frontier orbital gap: 9.972 eV
- Electronic energy: -8832.562 eV
- Charge: 0

Last column: Mulliken charge in e.
Atoms and positions in Å:
O (0.53797, 1.79350, 1.01228)  -0.44
C (1.42245, 0.71439, 0.66803)  -0.37
C (0.41687, 1.22792, -0.26147)  -0.08
C (-0.34295, -0.73225, -1.26385)  -0.35
C (-0.67407, -1.58707, -0.29522)  -0.30
C (-1.25457, -0.43744, 0.50104)  -0.45
N (-0.76984, 0.47015, -0.59180)  -0.23
H (2.47407, 0.96519, 0.54543)  0.29
H (0.72788, 1.85929, -1.09518)  0.47
H (0.10659, -0.76189, -2.25242)  0.39
H (1.22303, -0.22608, 1.18164)  0.17
H (-0.64277, -2.66058, -0.16988)  0.36
H (-0.87578, -0.18686, 1.49515)  0.25
H (-2.34888, -0.43825, 0.52627)  0.29



Entry 3:
Here is a molecular structure, C8H10 from the Open Molecules 2025 dataset. Energies are from ωB97M-V/def2-TZVPD.

Summary:
- Highest occupied orbital energy: -8.84 eV
- Frontier orbital gap: 10.059 eV
- Electronic energy: -8455.636 eV
- Charge: 0

Last column: Mulliken charge in e.
Atoms and positions in Å:
C (-1.68386, -0.69593, 0.19970)  -0.81
C (-1.57055, 0.78948, -0.24956)  -0.74
C (-0.03913, 0.92360, -0.27576)  -0.38
C (0.53536, -0.40342, -0.91954)  -0.08
C (2.07274, -0.23497, -0.66010)  -0.66
C (2.05375, 0.19379, 0.59032)  -0.58
C (0.59067, 0.18970, 0.97651)  -0.16
C (-0.16546, -1.00784, 0.34913)  -0.45
H (-2.22515, -0.72555, 1.13432)  0.33
H (-2.17776, -1.33695, -0.53413)  0.36
H (-1.96856, 0.90076, -1.27478)  0.29
H (-1.98501, 1.56434, 0.39803)  0.36
H (0.36469, 1.96817, -0.39438)  0.35
H (0.12746, -0.61901, -1.92120)  0.45
H (2.92490, -0.44033, -1.33183)  0.38
H (2.83933, 0.48690, 1.28961)  0.41
H (0.33132, 0.48672, 2.00220)  0.49
H (-0.02472, -2.03944, 0.62145)  0.44



The records above yield energy relative to the best compared isomer or geometry (same formula, charge and spin) values of 5.9, 351.3, 254.1 kJ/mol, respectively.
The records above yield largest force on an atom values of 1.2, 0.3, 2.2 eV/Å, respectively.